[1]
Entry from OMol25: C30H48BaBrGeN5SSeSi3 as an isolated structure (ωB97M-V/def2-TZVPD).

Geometry as ORCA input:
```
! RIJCOSX wB97M-V def2-TZVPD def2/J DEFGRID3
* xyz 1 2
Ba 0.102 -1.092 -0.643
C 3.612 -3.045 0.575
C 3.659 -2.885 2.099
C 4.739 -1.878 2.486
C 2.275 -2.525 2.591
C 1.300 -3.522 2.673
C 0.014 -3.246 3.104
C -0.344 -1.954 3.491
C -1.715 -1.674 4.049
C 0.622 -0.959 3.406
C 1.910 -1.233 2.954
H 4.584 -3.352 0.188
H 3.348 -2.088 0.125
H 2.869 -3.791 0.286
H 3.916 -3.855 2.536
H 4.620 -0.945 1.931
H 5.722 -2.279 2.240
H 4.718 -1.663 3.555
H 1.568 -4.543 2.420
H -0.715 -4.045 3.183
H -1.897 -0.603 4.139
H -1.807 -2.116 5.042
H -2.492 -2.114 3.423
H 0.376 0.040 3.748
H 2.646 -0.437 2.939
C 3.529 2.175 0.532
Si 1.929 3.074 0.974
C 1.505 2.752 2.787
C 1.962 4.947 0.708
Ge 0.098 2.197 -0.399
Si 0.365 2.991 -2.669
C -0.740 1.948 -3.795
C 2.187 2.844 -3.142
C -0.172 4.803 -2.761
Si -2.097 2.852 0.431
C -2.353 1.930 2.076
C -3.441 2.366 -0.810
C -2.189 4.711 0.766
H 4.291 2.328 1.299
H 3.937 2.516 -0.421
H 3.330 1.104 0.450
H 2.243 3.203 3.454
H 1.489 1.678 2.975
H 0.526 3.160 3.044
H 2.699 5.422 1.359
H 0.982 5.366 0.947
H 2.203 5.210 -0.323
H -0.428 0.901 -3.769
H -0.680 2.284 -4.832
H -1.784 2.003 -3.476
H 2.633 1.951 -2.700
H 2.745 3.712 -2.784
H 2.320 2.781 -4.224
H -1.241 4.912 -2.571
H 0.037 5.221 -3.748
H 0.364 5.402 -2.022
H -1.834 0.968 2.065
H -3.411 1.757 2.288
H -1.948 2.518 2.902
H -3.266 1.372 -1.225
H -3.480 3.075 -1.640
H -4.425 2.360 -0.334
H -1.525 4.989 1.587
H -3.205 4.997 1.049
H -1.906 5.298 -0.109
S 2.192 -0.776 -4.652
C 2.199 -0.784 -3.033
N 2.133 -0.771 -1.863
Br -7.871 -1.623 -0.987
C -5.987 -1.546 -0.853
C -5.395 -0.945 0.247
C -4.014 -0.921 0.305
N -3.228 -1.426 -0.649
C -3.818 -1.996 -1.696
C -5.192 -2.091 -1.847
H -5.993 -0.504 1.031
H -3.503 -0.474 1.151
H -3.162 -2.400 -2.459
H -5.629 -2.573 -2.711
Se -0.439 -1.842 -4.366
N -0.064 -3.507 -4.573
C 0.098 -4.045 -3.343
C 0.480 -5.355 -3.032
C 0.600 -5.688 -1.697
C 0.354 -4.733 -0.709
N -0.014 -3.484 -0.970
C -0.152 -3.152 -2.253
N -0.523 -1.911 -2.632
H 0.677 -6.069 -3.820
H 0.911 -6.682 -1.408
H 0.458 -4.971 0.343
*
```

Summary:
Lowest unoccupied orbital energy (alpha / beta), eV: -4.174 / -4.177
HOMO (alpha / beta), eV: -10.137 / -10.863
Strongest force on any atom, eV/A: 7.1
Frontier orbital gap (alpha / beta), eV: 5.9630 / 6.6855



[2]
Entry from OMol25: a 6-piece molecular cluster, C44H45Br2F9O3 overall (ωB97M-V/def2-TZVPD).

Geometry as ORCA input:
```
! RIJCOSX wB97M-V def2-TZVPD def2/J DEFGRID3
* xyz 0 1
O -0.446 -4.528 -3.699
C -1.343 -4.381 -2.875
C -2.800 -4.061 -3.119
C -3.494 -4.323 -1.789
C -4.012 -5.768 -1.721
C -3.022 -6.879 -2.108
C -2.170 -7.417 -0.955
O -2.764 -8.578 -0.372
C -4.723 -3.429 -1.476
C -4.872 -2.165 -2.324
C -6.000 -1.305 -1.797
F -5.559 -0.621 -0.672
C -2.312 -4.064 -0.836
C -2.242 -2.698 -0.149
C -0.945 -2.470 0.638
C -0.018 -1.379 0.144
F 0.859 -1.134 1.165
Br -0.936 0.296 -0.175
C 0.903 -1.786 -1.061
F 2.040 -1.048 -0.971
F 1.259 -3.074 -0.949
Br 0.163 -1.408 -2.810
O -1.138 -4.459 -1.522
H -3.198 -4.615 -3.961
H -2.777 -3.027 -3.462
H -4.865 -5.856 -2.385
H -4.366 -5.939 -0.705
H -2.404 -6.616 -2.959
H -3.612 -7.731 -2.436
H -2.061 -6.685 -0.159
H -1.192 -7.709 -1.311
H -3.713 -8.472 -0.381
H -5.621 -4.012 -1.640
H -4.742 -3.154 -0.428
H -5.161 -2.465 -3.330
H -3.958 -1.586 -2.385
H -6.829 -1.946 -1.524
H -6.294 -0.585 -2.553
H -2.437 -4.749 0.005
H -3.048 -2.719 0.570
H -2.469 -1.892 -0.839
H -0.388 -3.397 0.722
H -1.206 -2.172 1.646
F 8.743 -1.268 1.418
C 7.564 -1.106 0.784
C 6.606 -2.094 0.891
C 5.392 -1.921 0.241
C 5.159 -0.777 -0.509
C 6.138 0.201 -0.605
C 7.352 0.042 0.049
H 6.812 -2.981 1.475
H 4.627 -2.682 0.319
H 4.218 -0.646 -1.016
H 5.955 1.091 -1.192
H 8.126 0.797 -0.006
F 5.147 2.276 -3.110
C 5.721 1.899 -4.273
C 7.038 2.236 -4.508
C 7.625 1.841 -5.701
C 6.890 1.128 -6.638
C 5.565 0.804 -6.380
C 4.972 1.187 -5.187
H 7.590 2.798 -3.766
H 8.658 2.091 -5.899
H 7.351 0.825 -7.569
H 4.991 0.250 -7.110
H 3.944 0.938 -4.962
F -8.495 -1.921 0.232
C -8.909 -0.776 0.822
C -8.024 0.277 0.941
C -8.465 1.445 1.549
C -9.764 1.541 2.029
C -10.632 0.466 1.898
C -10.206 -0.704 1.286
H -7.014 0.183 0.567
H -7.788 2.283 1.647
H -10.099 2.453 2.504
H -11.643 0.537 2.274
H -10.868 -1.551 1.169
F 3.221 5.534 3.883
C 3.730 4.576 3.071
C 2.949 4.090 2.043
C 3.476 3.112 1.212
C 4.762 2.633 1.424
C 5.526 3.136 2.467
C 5.012 4.121 3.299
H 1.947 4.473 1.901
H 2.880 2.722 0.397
H 5.166 1.870 0.777
H 6.526 2.760 2.636
H 5.592 4.531 4.115
F 3.251 11.116 7.170
C 2.576 10.025 6.753
C 3.173 9.173 5.846
C 2.477 8.050 5.422
C 1.198 7.802 5.903
C 0.616 8.675 6.812
C 1.308 9.795 7.247
H 4.168 9.391 5.480
H 2.930 7.365 4.716
H 0.657 6.927 5.568
H -0.382 8.484 7.184
H 0.876 10.485 7.960
*
```

Summary:
Lowest unoccupied orbital energy, eV: 0.175
HOMO, eV: -9.070
Strongest force on any atom, eV/A: 2.8
SMILES: O=C1C[C@](CCCO)(CCCF)[C@H](CC[C@](F)(Br)C(F)(F)Br)O1.Fc1ccccc1.Fc1ccccc1.Fc1ccccc1.Fc1ccccc1.Fc1ccccc1
Frontier orbital gap, eV: 9.2451